Computed, not measured: an isolated ion of composition C5H12NO and charge -1 at a distorted geometry, with wB97M-V/def2-TZVPD.

The geometry in XYZ format:
```
19
C5H12NO, DFT wB97M-V/def2-TZVPD
C 1.343 -0.022 1.002
C -0.130 -0.228 0.701
C -0.972 0.595 1.668
C -0.493 -0.016 -0.790
N -0.019 1.331 -1.209
C -0.028 -1.228 -1.624
O -0.560 -2.376 -1.222
H 1.614 -0.454 1.979
H 1.640 1.027 1.060
H 2.071 -0.508 0.352
H -0.320 -1.303 0.807
H -0.410 1.436 2.060
H -1.921 0.968 1.275
H -1.268 0.004 2.546
H -1.589 0.000 -0.800
H 0.865 1.201 -1.682
H -0.664 1.744 -1.872
H -0.241 -0.976 -2.700
H 1.081 -1.195 -1.552
```

- energy above the lowest of the compared OMol25 structures with the same formula, charge and spin (kcal per mole) = 6.7
- charge = -1
- E (Ha) = -327.68533
- SMILES = CC(C)[C@@H](N)C[O-]
- HOMO (eV) = -2.3